152
Properties=species:S:1:pos:R:3:forces:R:3:mulliken_charge:R:1 method="wB97M-V/def2-TZVPD" total_charge=0 fmax_ev_per_a=7.02 e_homo_ev=-8.4
C 14.0159 9.3990 -15.3635 0.834 1.152 2.662 0.6308
O 14.8607 10.1790 -15.6620 2.683 1.581 -1.564 -0.6850
N 13.9499 8.7928 -14.1985 1.811 -2.106 4.017 -0.2405
N 12.8881 9.2064 -15.9133 -5.087 -0.472 -4.812 -0.2575
H 13.1097 8.2961 -13.9388 0.566 0.218 0.492 0.0048
H 14.6608 9.0273 -13.5205 -0.298 -0.354 -0.008 0.1810
H 12.6456 9.8158 -16.6813 -0.277 -0.447 0.067 0.2134
H 12.2051 8.6691 -15.3985 -0.369 0.485 -0.730 0.1376
C 8.7268 -1.7434 -13.8806 3.060 -0.561 -0.618 -0.6271
C 8.6661 -0.4686 -13.1570 -1.593 0.806 -0.064 -0.3273
O 9.6311 0.4458 -13.7338 1.241 -0.559 -1.546 0.1096
S 10.2271 -0.1078 -15.2199 -2.780 0.249 0.862 0.8502
O 11.5655 -0.6340 -14.9903 -2.086 0.786 -0.755 -0.5372
O 9.9236 0.8272 -16.3387 0.904 -2.685 3.500 -0.2849
O 9.0205 -1.3156 -15.2290 1.306 0.883 -1.575 -0.3931
H 7.9221 -2.4745 -13.8034 -0.193 0.588 -0.369 0.3226
H 9.6566 -2.2046 -13.5477 -0.058 -0.738 0.170 0.2927
H 8.8322 -0.6694 -12.0986 0.135 0.759 0.013 0.3347
H 7.6940 -0.0523 -13.4211 -0.104 0.465 0.749 0.2869
C 11.4808 -0.0994 -20.1828 -0.858 1.483 -0.232 -0.4097
C 10.5381 0.0403 -19.0054 0.769 -2.025 -0.038 0.1203
O 10.1788 1.4095 -18.9851 -0.167 0.789 0.488 -0.2474
S 11.5489 2.2916 -19.0644 0.502 0.055 -0.470 1.1350
O 12.2336 2.2935 -17.7455 -1.516 -0.171 -3.608 -0.2779
O 11.3243 3.5562 -19.7949 0.444 -3.333 2.025 -0.6516
O 12.1810 1.1730 -20.1640 1.129 1.099 1.168 -0.4465
H 10.9255 -0.0586 -21.1198 -0.164 -0.154 -0.012 0.3234
H 12.0729 -1.0142 -20.2112 0.589 0.484 0.456 0.3363
H 10.9797 -0.3178 -18.0754 0.493 0.738 0.113 -0.3370
H 9.7744 -0.7287 -19.1224 -1.078 1.022 -0.239 0.4025
C 11.9413 0.2038 -11.5429 2.683 -0.347 1.845 0.7484
C 13.4269 -0.2340 -11.9001 0.196 0.631 -1.570 1.5096
O 13.6833 -1.5963 -11.5551 -2.487 -1.194 2.341 -0.4195
S 12.4527 -2.1066 -10.4806 0.586 0.746 -0.397 1.0176
O 12.7570 -1.7259 -9.1061 -0.504 -0.468 -2.521 -0.5539
O 12.0772 -3.4880 -10.7631 0.511 2.748 0.092 -0.5717
O 11.3248 -1.0168 -11.1204 0.133 -2.126 -0.030 -0.3533
H 11.4530 0.7905 -12.3210 -0.223 -0.722 0.037 -0.4376
H 12.0012 0.7691 -10.6129 -0.040 0.597 -0.269 0.3482
H 14.2379 0.3852 -11.5166 -0.491 0.178 0.605 -0.7389
H 13.6011 -0.2405 -12.9761 -0.398 0.194 -0.113 -0.5708
C 6.4387 3.5851 -12.5534 -0.234 0.193 0.052 0.1710
C 6.7559 4.5190 -11.3852 -0.080 -0.439 0.459 -0.5230
O 8.1591 4.3848 -11.1568 0.662 -0.289 -0.061 -0.2207
S 8.7375 2.9649 -11.6375 0.685 -0.723 1.094 0.7936
O 8.9533 2.0537 -10.4980 -0.540 2.003 -2.713 -0.7542
O 9.8066 3.2669 -12.5577 -1.325 -0.625 1.061 -0.0150
O 7.3789 2.5119 -12.3954 0.706 -0.176 0.162 -0.2799
H 6.5055 4.0344 -13.5442 0.381 0.046 -0.009 -0.2559
H 5.4421 3.1522 -12.4670 0.103 -0.015 0.101 0.3734
H 6.2868 4.1440 -10.4756 -0.379 0.239 -0.045 0.3502
H 6.5607 5.5807 -11.5364 -0.108 -0.199 -0.132 0.3682
C 14.7813 -1.2481 -15.6571 -0.524 -0.866 1.360 -0.2701
C 14.6431 -0.1370 -16.6476 0.789 0.426 0.195 0.3834
O 14.9180 1.0870 -15.8739 0.166 -0.330 0.322 -0.3019
S 16.0628 0.8447 -14.6871 -0.506 -0.614 -1.894 0.9926
O 15.8229 1.7131 -13.5321 0.036 -2.403 -2.400 0.3450
O 17.3579 0.8765 -15.3596 -2.031 -0.301 1.491 -0.6699
O 15.5173 -0.7581 -14.5150 1.020 1.651 0.734 -0.4429
H 15.2068 -2.2060 -15.9560 0.684 0.458 -0.496 0.4063
H 13.7755 -1.5537 -15.3688 0.007 0.357 0.811 0.0323
H 13.6171 -0.1504 -17.0152 0.126 0.758 0.056 -0.6231
H 15.3368 -0.3000 -17.4724 0.151 0.708 -0.009 0.3666
C 17.8845 5.3514 -15.0486 0.542 0.347 -0.337 0.2264
C 19.4799 5.5112 -15.1030 -2.302 0.120 -0.455 -0.3363
O 19.9533 4.4904 -14.2596 0.005 -1.095 0.835 -0.4527
S 18.8467 3.8648 -13.1771 1.552 1.568 0.957 1.2573
O 18.9339 4.7073 -11.9644 -0.714 -1.725 -2.782 -0.5761
O 19.0905 2.4323 -13.0053 -1.134 2.992 -1.068 -0.5543
O 17.5593 4.3279 -14.1290 1.206 -1.943 2.065 -0.1023
H 17.5072 4.9741 -15.9990 0.084 0.362 -0.100 -0.4310
H 17.3156 6.2231 -14.7252 0.394 0.264 -0.205 0.3368
H 19.8269 6.5182 -14.8716 -0.069 -0.177 0.754 0.3071
H 19.7486 5.3689 -16.1498 0.373 -0.618 0.173 0.3007
C 13.6097 4.0465 -15.1030 -0.739 -0.825 -3.278 0.5547
C 13.7161 5.1639 -14.1110 0.839 -1.455 -0.273 0.4519
C 13.1852 4.3995 -12.8688 -0.989 0.634 -0.543 1.3116
O 12.5200 3.1897 -13.3622 0.434 0.494 2.653 -0.0113
C 12.3583 3.2621 -14.7238 0.857 0.381 -0.626 0.7689
H 14.4123 3.3234 -15.2479 0.324 0.379 0.677 -1.4469
H 13.4311 4.4545 -16.0979 0.250 0.105 -0.337 0.7580
H 13.1276 5.9642 -14.5597 -0.440 0.190 0.856 -0.1175
H 14.7471 5.5178 -14.1021 -0.028 0.018 0.595 0.0742
H 12.4376 5.0666 -12.4396 -0.229 -0.306 0.578 -1.3943
H 13.9192 4.1261 -12.1107 0.037 -0.051 -0.223 0.0267
H 11.4491 3.7769 -15.0344 -0.402 0.313 0.075 -0.8561
H 12.2998 2.2493 -15.1224 0.228 0.008 -0.123 -0.1907
C 16.5617 3.4695 -8.5892 -0.443 0.890 0.812 -0.6190
C 16.9613 3.0738 -9.9708 1.425 -0.237 -1.340 0.0231
C 16.5936 1.6136 -10.0593 -0.913 0.505 0.763 0.4429
O 15.4903 1.5495 -9.1353 -0.244 -2.902 0.697 -0.4953
C 15.2581 2.7417 -8.4277 -0.751 1.282 -2.132 0.0239
H 16.4706 4.5538 -8.5261 0.003 0.017 0.334 0.3182
H 17.1914 3.0871 -7.7859 0.619 0.170 -0.251 0.2951
H 18.0060 3.2597 -10.2199 0.032 -0.043 0.221 0.3661
H 16.4085 3.5911 -10.7550 -0.302 0.401 0.266 -0.2416
H 17.3993 0.9401 -9.7671 -0.030 -0.105 0.153 0.3018
H 16.1947 1.3214 -11.0307 0.277 -0.011 -0.084 -0.5853
H 14.8125 2.7256 -7.4331 0.498 -0.982 0.208 0.3239
H 14.4888 3.1942 -9.0534 -0.162 0.834 0.339 -0.1536
C 10.8729 5.9043 -9.2076 -1.583 -1.072 -1.180 0.1813
C 11.3029 6.4066 -7.8915 0.690 0.246 1.715 -0.7329
C 12.7680 5.9585 -7.7979 0.522 -0.037 -1.650 -0.5505
O 12.8907 4.9574 -8.8310 1.609 -0.224 0.048 -0.3073
C 11.6459 4.5835 -9.3199 -0.644 0.864 -0.374 0.4579
H 11.0398 6.6121 -10.0195 0.762 -0.189 -0.117 -0.1162
H 9.7992 5.7381 -9.2939 -0.221 -0.091 0.361 0.2275
H 10.7537 5.8760 -7.1136 -0.287 0.415 0.165 0.2473
H 11.2320 7.4915 -7.8143 -0.217 -0.111 0.380 0.3895
H 13.2172 5.5466 -6.8942 -0.704 0.068 0.387 0.3045
H 13.4252 6.7643 -8.1248 0.106 0.197 0.126 0.2555
H 11.2684 3.7611 -8.7122 -0.620 0.027 0.144 0.3082
H 11.6701 4.2380 -10.3534 0.493 -0.063 -0.043 -0.7164
C 8.3323 7.7350 -13.9885 -0.875 0.950 0.546 -0.5711
C 9.2646 6.6518 -13.4603 -1.415 -1.590 -0.299 1.6080
C 10.3296 7.3959 -12.7461 0.887 0.071 0.320 0.0274
O 10.5372 8.4867 -13.5841 0.606 1.423 -1.376 -0.4720
C 9.2543 8.9609 -14.0606 0.741 -0.682 0.070 -0.5865
H 7.5181 8.0030 -13.3151 0.089 -0.308 0.623 0.3047
H 7.7485 7.5680 -14.8937 0.722 -0.388 -0.354 0.2132
H 9.6828 6.0966 -14.3000 0.383 0.163 -0.133 -0.1844
H 8.7842 5.8604 -12.8850 -0.123 0.296 0.233 -0.8678
H 11.2654 6.8411 -12.6775 0.036 -0.103 -0.053 -0.3556
H 10.1480 7.7956 -11.7485 -0.717 -0.388 0.326 0.2441
H 9.3831 9.2876 -15.0925 0.100 0.387 0.218 0.3115
H 8.9478 9.7531 -13.3776 -0.209 0.214 -0.330 0.2326
C 7.5323 5.7252 -17.4327 0.894 0.739 0.631 -0.5597
C 8.4278 4.4844 -17.3058 0.808 0.115 0.157 0.4949
C 7.5835 3.3527 -16.7561 -1.503 1.699 -0.538 0.3967
O 6.2965 4.0488 -16.5159 -0.333 -1.857 0.600 -0.5664
C 6.4318 5.4577 -16.4851 -0.794 -1.242 -0.740 -0.2213
H 7.0760 5.9504 -18.3966 0.661 -0.269 -0.221 0.3198
H 7.9863 6.6141 -16.9947 0.657 0.256 -0.821 0.2176
H 9.1501 4.5981 -16.4974 0.676 0.700 -0.569 -0.5295
H 8.8822 4.2133 -18.2587 0.337 0.116 0.246 0.2027
H 7.9647 2.9445 -15.8201 -0.046 -0.105 -0.069 -0.2275
H 7.5084 2.5935 -17.5346 -0.699 -0.269 0.404 0.0958
H 6.6099 5.8512 -15.4844 -0.126 -0.072 0.223 0.0047
H 5.5414 5.8646 -16.9644 -0.444 0.082 0.813 0.3836
C 16.3774 2.6600 -18.1706 -0.221 -0.595 0.041 1.3232
C 15.5939 3.5651 -19.1339 0.411 -0.585 0.134 -0.4988
C 16.2651 4.9087 -18.8989 -0.294 -0.675 0.579 -0.2886
O 17.6097 4.5224 -18.7506 2.237 0.282 0.111 -0.4967
C 17.8209 3.1894 -18.1543 -2.059 1.594 -0.250 -0.5514
H 16.3307 1.6039 -18.4365 -0.044 -0.007 -0.166 0.3556
H 15.8660 2.7357 -17.2110 0.508 0.083 0.201 -1.0059
H 14.5335 3.4636 -18.9028 -0.033 0.322 -0.338 -0.0115
H 15.8531 3.2309 -20.1385 -0.468 0.183 -0.265 0.4097
H 15.9380 5.4292 -17.9988 -0.374 -0.203 0.448 0.1006
H 16.1434 5.6643 -19.6751 0.364 -0.354 -0.400 0.3575
H 18.1416 3.2793 -17.1164 0.351 0.090 -0.039 0.0417
H 18.5795 2.6700 -18.7399 -0.280 -0.034 -0.079 0.3327